Computed, not measured: a structure of composition C40H57CdN4P3Se, with wB97M-V/def2-TZVPD.

```
106
Properties=species:S:1:pos:R:3:forces:R:3:mulliken_charge:R:1
Cd -0.1306 -0.6854 -0.7587 0.10 0.02 0.10 1.70
C 2.6029 1.6184 -4.7260 -0.10 -0.04 -0.03 -1.71
P 1.5625 1.0293 -3.3093 0.02 0.27 0.23 1.08
C -0.1488 1.6006 -3.6718 0.06 0.02 -0.10 -0.96
C 1.3564 -0.7716 -3.9542 0.00 0.00 0.13 -0.60
C 0.7033 -0.8996 -5.1840 0.05 0.01 -0.08 -0.61
C 0.3361 -2.1292 -5.7030 -0.02 0.07 -0.03 -0.85
C 0.6109 -3.2821 -4.9852 0.02 -0.06 0.04 -0.82
C 1.2899 -3.1828 -3.7845 -0.03 -0.01 0.00 -0.46
C 1.6825 -1.9478 -3.2621 -0.01 0.08 -0.04 0.88
P 2.6441 -1.8728 -1.6880 0.24 -0.03 0.03 1.00
C 4.2709 -2.4507 -2.3973 -0.04 0.02 0.05 -1.60
C 2.1687 -3.4638 -0.8773 -0.05 0.03 -0.06 -1.09
H 2.0631 1.5767 -5.6745 0.02 0.01 0.00 0.54
H 3.4974 1.0001 -4.8120 -0.01 0.00 0.04 0.33
H 2.8986 2.6455 -4.5089 -0.02 0.00 0.00 0.45
H -0.8328 0.8285 -4.0226 0.07 0.02 -0.02 0.38
H -0.1030 2.4149 -4.4003 -0.02 0.01 0.00 0.32
H -0.4934 2.0094 -2.7239 0.01 0.01 0.01 -0.08
H 0.4509 -0.0083 -5.7487 -0.03 0.00 0.03 0.23
H -0.1942 -2.1830 -6.6475 0.01 0.00 0.00 0.36
H 0.2821 -4.2497 -5.3452 0.01 0.00 0.01 0.38
H 1.4853 -4.0861 -3.2214 0.01 0.00 -0.02 0.23
H 4.1505 -3.3339 -3.0305 -0.02 -0.02 0.02 0.42
H 4.9439 -2.6893 -1.5698 0.00 0.02 -0.01 0.42
H 4.7285 -1.6543 -2.9849 0.00 0.00 -0.01 0.38
H 2.5420 -4.3465 -1.4029 -0.02 -0.01 0.01 0.45
H 1.0809 -3.5274 -0.7842 0.01 -0.03 0.02 0.28
H 2.5885 -3.4499 0.1302 0.02 0.01 0.01 0.29
C 0.6471 -1.8698 5.0417 -0.01 0.00 -0.02 -1.28
C 1.7606 -2.4999 4.1976 -0.01 -0.09 0.05 2.53
C 1.4438 -3.9736 3.9145 0.00 0.00 0.00 -1.74
C 3.1111 -2.3634 4.9106 -0.02 0.00 0.01 -1.81
C 1.8390 -1.7912 2.9122 -0.07 0.08 -0.04 -0.70
N 1.8904 -1.2366 1.9082 0.10 0.02 -0.01 -0.30
H 0.6206 -2.3543 6.0207 0.00 0.00 0.00 0.47
H -0.3209 -2.0024 4.5594 0.01 0.00 0.01 0.17
H 0.8160 -0.8005 5.1752 0.00 -0.01 0.00 0.24
H 1.3184 -4.5063 4.8602 0.01 0.00 0.00 0.42
H 2.2510 -4.4437 3.3520 -0.01 0.00 -0.01 0.40
H 0.5272 -4.0676 3.3320 0.00 0.00 0.00 0.36
H 3.0754 -2.9018 5.8605 0.00 0.00 0.00 0.41
H 3.3378 -1.3155 5.1097 0.00 0.00 0.00 0.39
H 3.9155 -2.7787 4.3030 0.00 0.00 0.00 0.40
N -2.8998 0.2728 -2.4468 0.03 -0.03 0.00 1.27
C -3.9241 0.8931 -3.0633 0.04 0.00 0.10 -0.45
C -4.2825 0.0920 -4.1234 -0.05 0.01 -0.05 -0.76
C -3.3923 -0.9981 -4.0517 0.03 -0.08 -0.01 -0.45
N -2.5539 -0.8743 -3.0357 -0.18 0.07 -0.07 -0.51
H -2.3665 0.5690 -1.6343 -0.05 0.02 0.04 -0.64
H -4.3172 1.8301 -2.7049 0.02 0.00 -0.02 0.36
H -5.0739 0.2640 -4.8335 0.01 0.00 0.00 0.40
H -3.3351 -1.8749 -4.6769 0.01 0.01 -0.01 0.44
C 1.9506 1.7263 -1.8431 -0.04 -0.36 -0.30 -0.95
C 3.2842 1.9836 -1.4242 -0.13 0.09 0.08 0.65
C 3.5148 3.0848 -0.5408 0.04 -0.01 0.05 -0.95
C 4.7728 3.4663 -0.1243 -0.02 0.01 0.04 -0.38
C 5.9149 2.7725 -0.5328 0.05 -0.02 -0.04 -0.51
C 5.7307 1.6752 -1.3709 0.09 0.02 0.04 -0.65
C 4.4716 1.2872 -1.7899 -0.06 -0.02 -0.01 0.45
H 2.6428 3.6387 -0.2086 -0.01 0.02 -0.03 0.42
H 4.8719 4.3226 0.5386 0.00 0.00 0.00 0.31
H 6.9035 3.0704 -0.2029 0.00 -0.01 0.00 0.35
H 6.5924 1.0988 -1.6995 0.00 0.01 0.01 0.34
H 4.3734 0.4079 -2.4106 0.00 -0.06 -0.09 -0.13
Se -3.5297 -5.6975 -1.9870 -0.06 -0.07 -0.04 -0.48
C -2.3278 -4.6655 -1.0850 0.10 0.12 0.10 0.02
N -1.5657 -4.0098 -0.5002 -0.04 -0.14 0.02 -0.55
C -2.4751 4.0294 0.7503 0.01 -0.02 0.00 -1.88
C -3.3449 2.9453 1.4046 0.05 -0.02 0.00 1.83
C -4.6173 2.7895 0.5674 0.00 -0.05 0.00 -1.67
C -3.7114 3.4332 2.8069 0.04 -0.02 0.02 -1.71
P -2.3175 1.3603 1.1845 -0.24 0.04 -0.08 0.42
C -0.8839 1.6899 2.2770 0.01 0.06 0.04 0.16
C 0.3442 1.8861 1.6415 -0.08 0.00 0.00 -1.15
C 1.4928 2.1358 2.3836 0.07 0.04 0.02 -0.43
C 1.4268 2.2013 3.7663 0.04 0.00 -0.04 -0.66
C 0.2102 2.0128 4.4127 -0.03 -0.02 0.04 -0.82
C -0.9339 1.7567 3.6728 0.02 -0.03 -0.03 0.03
C -3.2277 -0.1162 1.9585 -0.02 0.02 -0.02 2.35
C -2.1862 -1.1023 2.4989 0.01 0.02 0.00 -2.07
C -3.9476 -0.8067 0.7887 -0.01 0.01 -0.01 -1.70
C -4.2478 0.1700 3.0617 0.03 0.02 0.02 -2.05
H -3.0513 4.9574 0.6651 0.01 0.01 0.00 0.53
H -2.1425 3.7323 -0.2467 -0.02 0.01 0.00 0.28
H -1.5837 4.2335 1.3464 0.00 0.00 -0.01 0.36
H -5.1361 3.7520 0.4985 0.00 0.00 0.01 0.55
H -5.3106 2.0647 0.9979 0.01 0.00 -0.01 0.26
H -4.3770 2.4613 -0.4461 -0.01 -0.01 0.01 0.09
H -4.2442 4.3887 2.7253 0.01 0.01 -0.01 0.54
H -2.8175 3.6077 3.4067 0.00 -0.01 0.01 0.30
H -4.3595 2.7410 3.3414 0.01 0.01 -0.01 0.26
H 0.4269 1.8325 0.5575 0.02 -0.01 -0.02 0.92
H 2.4329 2.2663 1.8620 0.01 -0.02 0.00 0.41
H 2.3238 2.3943 4.3442 0.00 -0.01 0.00 0.37
H 0.1536 2.0591 5.4953 0.00 0.00 -0.01 0.39
H -1.8714 1.5941 4.1906 0.00 0.01 -0.01 0.09
H -1.4370 -1.3457 1.7416 0.01 -0.01 0.02 0.13
H -2.6946 -2.0328 2.7732 0.00 -0.01 -0.02 0.63
H -1.6783 -0.7062 3.3791 -0.01 -0.01 -0.01 0.14
H -3.2336 -1.1561 0.0397 -0.01 0.01 -0.01 0.20
H -4.6702 -0.1458 0.3020 0.02 0.00 -0.01 0.33
H -4.4878 -1.6850 1.1554 0.00 0.00 0.01 0.56
H -3.7983 0.6490 3.9337 0.00 -0.01 -0.01 0.21
H -4.6782 -0.7814 3.3929 0.00 -0.01 -0.01 0.49
H -5.0713 0.7944 2.7117 0.01 -0.01 0.01 0.43
```
Forces are in eV/Å.

Its net charge is -2. Its total energy is -146140.23575 eV. The HOMO energy is -0.2 eV.